1.
A cluster of 4 separate species, C36H72FN4O7S in total. Source: OMol25; level of theory: wB97M-V/def2-TZVPD.

ΔE to the lowest compared entry with this formula, charge and spin in kcal/mol: 0.0
Multiplicity: 4
Charge: 0

Last column: Mulliken spin population.
Atoms and positions in Å:
H: 6.3025 3.9994 2.9611  0.001
H: 1.5590 -2.5986 1.8385  0.000
F: 0.0856 -3.4739 -3.3401  0.000
H: 1.1628 3.8228 2.2622  0.008
H: -3.8118 -4.7307 -4.4077  0.006
H: 6.6593 2.9049 1.6426  0.006
H: 3.9895 4.2633 1.8695  0.000
C: 4.0221 3.1999 1.6352  -0.033
H: -3.8100 -4.2054 -8.3062  0.002
C: -0.4250 3.5521 6.0794  -0.020
H: 2.1223 -2.6030 -0.3592  0.000
H: 7.6882 0.0667 3.9611  0.001
C: -1.5011 -0.1279 -0.6282  0.000
C: 5.6522 -1.3084 2.6998  -0.005
C: -4.6934 -4.5214 -5.0169  0.030
H: 6.0848 -1.3629 1.7025  0.000
C: -3.2558 4.4237 4.8770  0.012
C: -1.0700 -1.5464 -0.2907  0.000
C: -3.2944 2.1893 3.8636  -0.007
H: 5.6386 0.6870 5.3957  0.000
C: -4.8470 -5.5929 -6.0958  -0.020
H: 4.5331 -0.6774 -1.2672  0.002
H: 0.1589 5.1590 1.7011  -0.001
C: -5.9997 -5.2526 -7.0386  0.025
H: 0.0981 -4.3555 -1.3539  0.000
H: -5.5764 -2.2375 -3.8281  0.001
H: -2.8860 4.9120 5.7783  0.001
C: -0.2624 4.5614 3.7445  0.039
C: 4.1734 2.8277 4.0340  0.048
C: 5.6573 0.1113 3.2567  0.014
C: 7.1976 2.1326 3.5712  -0.018
C: 4.8297 2.4559 2.6891  0.006
H: 0.1472 3.0064 6.8321  0.001
C: -0.7078 5.9863 4.1257  0.004
H: 3.9701 -0.4793 -2.9133  0.000
H: -8.0550 -3.6324 -7.8034  0.001
H: -2.7318 -3.8092 -6.5602  0.001
C: -2.3515 3.2576 4.4066  0.019
H: -2.2733 2.4820 6.4111  0.000
H: 7.5363 0.4684 2.2634  0.001
C: -0.5461 1.0067 -0.2132  -0.010
H: 4.6384 -1.7109 2.6583  -0.001
H: 4.0679 0.1759 4.7692  -0.011
C: 7.0929 0.6418 3.2490  0.022
H: 1.2627 4.6104 5.2614  -0.003
H: 0.8701 -4.2351 1.8295  0.000
H: 5.3113 -1.0026 5.1079  0.002
C: 6.2755 2.9485 2.6667  0.020
C: 0.6847 4.7504 2.5649  -0.014
H: -3.2405 -2.1884 -7.0477  -0.021
H: 0.1652 6.6279 4.2413  0.000
S: -0.8027 -2.3764 -2.7021  0.000
H: 4.0655 3.9096 4.1146  0.000
H: 8.2290 2.4603 3.4296  0.002
H: 3.0362 1.4129 -2.1807  0.000
O: 1.4531 0.2783 -1.4764  -0.002
O: -6.7771 -2.5726 -5.9705  0.564
O: -0.5862 -1.2086 -3.4721  0.000
H: 4.4546 3.1112 0.6400  0.001
H: -4.0173 1.9227 4.6331  0.000
O: -2.1237 -2.9095 -2.6527  0.000
H: -2.4994 -2.4505 -5.4886  0.002
H: 2.5914 -4.0335 1.8361  0.000
N: -1.4241 3.7251 3.3350  0.375
H: 6.2480 -1.9507 3.3469  0.000
H: -3.3662 5.1789 4.0995  -0.010
C: -4.7561 -3.8189 -8.6774  0.016
O: 0.8659 2.4462 -1.4507  0.000
C: -4.5851 -3.1011 -5.5727  0.009
H: -5.5555 -4.5806 -4.3448  0.000
H: 3.1764 2.3915 4.1044  -0.027
H: 1.0036 3.0263 4.5640  -0.008
H: -1.1648 1.7018 5.3019  0.005
H: -6.0449 -5.9856 -7.8472  0.000
H: -4.2585 4.0680 5.1085  0.001
O: 4.8987 0.7334 1.1921  0.569
C: -3.1901 -2.8836 -6.2100  0.035
H: 1.4796 5.4459 2.8337  0.000
H: 4.7440 2.5179 4.9067  0.003
H: -1.3350 6.4179 3.3450  -0.006
C: 0.4867 3.9259 4.9119  0.033
C: -4.6662 -2.1165 -4.4147  -0.011
H: -0.5667 -1.5577 0.6686  0.000
H: -5.0379 -6.5579 -5.6215  0.002
H: -0.4634 -3.7707 0.1753  0.000
C: 0.6431 1.2949 -1.0949  -0.001
C: -1.5779 2.6735 5.5914  0.023
H: -2.7689 1.2776 3.5838  0.003
C: 1.6702 -3.6063 1.4573  0.000
C: 0.2293 -3.5625 -0.6292  0.000
H: -3.8415 2.5532 2.9924  0.000
H: 3.0352 -1.4884 -1.8191  0.000
H: -1.1293 1.9152 -0.2621  0.003
C: 3.6461 -0.6024 -1.8859  0.001
H: -1.2517 6.0389 5.0662  0.001
H: -2.3995 0.0343 -0.0397  -0.001
C: -5.8900 -3.8502 -7.6356  0.015
N: -0.1294 -2.2211 -1.2194  0.000
H: -3.8207 -2.2890 -3.7483  0.000
H: 6.9646 2.3159 4.6237  0.000
H: 2.2286 -4.3663 -0.4997  0.000
H: -0.8000 4.4497 6.5786  -0.001
H: 3.1603 0.9552 -0.4732  -0.019
C: 1.6674 -3.5404 -0.0808  0.000
O: -0.9669 2.7180 2.6644  0.546
H: -4.5904 -2.8035 -9.0392  -0.009
H: -7.2578 -4.2197 -9.2513  0.000
H: -1.7917 0.0072 -1.6636  0.000
H: -4.6239 -1.0848 -4.7705  -0.004
N: 4.7506 0.9834 2.4534  0.357
H: -0.2629 0.8991 0.8298  0.012
H: -1.9653 -2.1579 -0.1796  0.000
H: -3.9152 -5.7110 -6.6559  0.001
H: 2.9972 2.8307 1.5973  0.009
H: -5.0241 -4.4367 -9.5347  0.001
C: 2.8435 0.6306 -1.4596  0.031
H: -7.1317 -2.5131 -8.8114  -0.001
C: 5.1415 -0.0020 4.7132  0.018
N: -5.6616 -2.8258 -6.5747  0.357
C: -7.1603 -3.5286 -8.4145  -0.008
H: -6.9418 -5.3414 -6.4883  0.007

2.
A structure of composition C7H12N2O2. Source: OMol25; level of theory: wB97M-V/def2-TZVPD.

ΔE to the lowest compared entry with this formula, charge and spin in kcal/mol: 48.0
Charge: 0

Last column: Mulliken charge in e.
Atoms and positions in Å:
C: -1.1004 0.9249 2.3534  -0.400
C: 1.3797 1.1545 -1.9708  -0.842
H: 0.9315 1.5379 -2.8855  0.342
H: 1.2302 1.8717 -1.1527  0.284
C: -1.0562 -1.0322 1.0172  0.435
H: 1.4391 -2.1084 -1.7300  0.324
H: -0.4805 1.0887 3.2462  0.286
H: -2.0042 1.5598 2.4145  0.215
C: -0.3986 1.1273 1.0632  0.321
C: 1.7326 -1.1663 -1.2725  -0.826
H: -1.2123 0.3550 -2.0803  0.306
O: -1.0230 -2.2327 0.6868  -0.667
H: -2.6681 -0.5541 2.3130  0.204
H: 2.7098 -0.8267 -1.6307  0.351
N: 0.7713 -0.1532 -1.7270  0.075
H: 1.7539 -1.2943 -0.1754  0.225
H: -0.8620 -1.3457 -1.2717  0.411
H: 2.4425 0.9413 -2.1050  0.300
C: -1.5566 -0.5316 2.3085  -0.349
H: -1.1651 -1.0829 3.1787  0.273
O: 0.2770 2.1073 0.7938  -0.641
C: -0.4935 -0.3670 -1.5895  -0.479
N: -0.6471 0.0267 0.2156  -0.147

3.
A structure of composition C45H28N11O9RbSSe. Source: OMol25; level of theory: wB97M-V/def2-TZVPD.

ΔE to the lowest compared entry with this formula, charge and spin in kcal/mol: 23.6
Charge: -2

Last column: Mulliken charge in e.
Atoms and positions in Å:
C: -2.0841 -2.5185 -4.5665  0.178
N: -0.8770 2.6937 1.0453  -0.306
C: -3.2993 -1.9058 -2.1293  -0.339
C: 0.9618 1.4357 4.6172  -0.873
C: 0.1593 2.8069 0.3041  -0.794
S: 3.1184 -2.1961 -0.5036  -0.186
C: 2.2014 0.8385 4.8679  -1.043
C: -3.3959 -2.9019 -4.3233  -0.404
C: -1.3126 -2.8920 -5.7464  0.560
H: 2.7166 0.8032 5.7967  0.474
H: 7.7625 0.7487 -1.4650  0.401
C: -1.5672 -0.9550 5.2248  -0.266
H: 1.0962 2.6758 0.7605  0.618
C: -4.2515 1.9460 0.1851  0.377
O: -4.7380 -0.3623 0.4471  -0.767
C: 1.6442 2.7669 -1.6378  0.610
N: 0.6468 -2.6659 -6.9968  -0.833
O: 0.9723 -3.3506 8.0546  -0.592
C: -2.9284 1.7705 0.7629  0.434
H: 1.6500 -2.9660 5.5984  0.639
O: -2.7694 0.7168 1.5437  -0.553
C: -6.0780 3.3169 -0.6926  -0.666
C: 2.2968 -0.1484 -4.0450  -0.693
H: 2.1157 0.1875 -1.8852  0.370
N: -2.9078 -0.3660 5.0297  1.162
C: 1.0893 -2.6221 3.1129  0.167
H: -1.2047 3.3741 -4.2005  0.318
C: -0.1585 -1.1649 -3.7524  -0.041
H: -1.7783 3.1953 -1.6992  0.432
H: -3.8827 -0.0551 1.0075  0.394
C: 5.2281 -1.2915 -2.1407  -0.297
N: -2.0987 2.7116 0.4538  -0.376
H: -7.1671 0.1499 -0.6200  0.318
N: -1.6633 -3.8069 -6.5888  -0.818
Rb: -0.6661 -0.2125 -0.0397  0.693
H: -4.2728 4.1388 0.0634  0.265
C: 0.8428 -2.2755 5.5248  -0.714
H: 4.7491 -1.8494 -2.9457  0.409
C: 0.2764 2.9195 -1.1376  0.205
H: -5.0010 -2.9490 -2.9103  0.481
H: 4.6573 0.5380 1.8508  0.317
H: -3.6769 -1.6627 -1.1585  0.647
C: 6.1857 0.3746 -0.1016  -0.813
C: 0.8645 3.1965 -3.9298  -0.159
H: 0.5219 1.9664 5.4360  0.447
C: -6.4420 0.9821 -0.4933  -0.759
N: 1.1033 0.7817 2.3005  0.717
H: -1.5886 -0.6981 7.3259  0.604
C: 0.4848 -1.2896 -4.9713  0.833
O: 2.3077 -2.7824 3.3672  -0.786
N: 0.4790 -2.2563 7.9529  0.996
C: 0.3359 -2.0279 4.2807  1.079
C: -5.1619 0.8425 0.0044  0.678
C: 6.3682 -0.4833 -2.4203  -0.906
C: -0.0418 -2.2171 -6.0000  0.601
C: -0.7404 3.1149 -2.0854  -0.071
C: -6.8519 2.2337 -0.9772  -0.346
H: -3.8820 -3.4155 -5.1231  0.539
N: -2.0690 -1.4455 -2.3853  0.250
H: 2.3124 -0.7998 -6.0778  0.408
O: 2.6169 2.4156 -0.9023  -0.849
H: 6.6898 0.9763 0.6853  0.341
C: 2.2559 0.2181 2.5676  0.125
H: -7.8222 2.3289 -1.4728  0.355
H: 3.2880 0.3227 -4.0773  0.576
C: 1.6299 -0.1970 -2.8184  -0.154
O: -3.2672 0.3606 5.9569  -0.682
H: -0.5123 1.8021 3.0596  0.540
H: -1.2980 -1.3081 3.1149  0.794
C: -4.8458 3.1928 -0.0911  -0.516
H: 1.1389 3.4100 -4.9745  0.354
C: -0.8625 -1.3331 4.1053  -0.640
H: 6.8366 -0.5007 -3.4020  0.389
C: -0.4374 3.2654 -3.4415  -0.869
C: 0.4153 1.3608 3.3314  -0.488
N: 0.4113 -0.6858 -2.6757  0.386
N: 4.3377 -0.2444 1.3286  -0.042
N: 2.2837 -1.1101 0.5497  0.229
H: 2.8808 2.9294 -3.4286  0.381
C: -4.0161 -2.6381 -3.0946  -1.154
Se: -0.3322 -4.0003 -7.7788  0.140
C: 2.8684 0.1928 3.8273  -0.151
O: -3.5411 -0.7944 4.0520  -0.532
H: 3.8266 -0.3224 3.8715  0.519
H: -6.3040 4.2919 -1.0559  0.357
C: 1.8637 3.0699 -3.0386  -0.803
C: 4.6063 -1.2550 -0.8817  0.273
O: 0.1047 -1.5938 8.9203  -0.648
C: 5.0341 -0.3592 0.0975  0.603
C: 0.1525 -1.8058 6.6072  0.011
C: 6.8541 0.2328 -1.3626  -0.534
C: 1.7463 -0.7241 -5.1510  -1.323
C: -1.0687 -1.1340 6.5022  -0.670
C: -1.4968 -1.7267 -3.5822  -0.349
C: 2.9321 -0.4153 1.3799  -0.411
O: 0.4397 -2.9149 2.1036  -0.775

4.
A structure of composition C33H38Br43I2NO2. Source: OMol25; level of theory: wB97M-V/def2-TZVPD.

E_tot in eV: -3068428.1871
Charge: 0

Last column: Mulliken charge in e.
Atoms and positions in Å:
Br: 0.1280 -4.9645 0.4781  0.004
C: 5.2999 1.2519 -3.2166  -0.438
C: -0.4922 2.7978 -2.2811  1.527
C: 7.1477 -0.0312 -1.3773  -0.591
C: 2.8999 3.6340 -3.7304  -0.298
Br: 3.4846 -1.9970 -8.1477  0.020
C: 6.0043 -0.0903 -2.5926  0.363
Br: 7.5214 -3.3181 3.0093  0.016
H: 1.2723 -5.5927 2.6048  0.369
I: -3.1261 4.0204 -3.8781  0.076
H: 2.8902 -0.2442 -5.8746  0.027
H: 2.6575 2.4974 -5.8147  0.207
H: 8.1851 -0.4665 -1.6973  0.202
H: 5.6455 2.3139 -2.7957  0.205
I: -2.1956 2.2283 -6.7543  -0.024
H: -3.2356 -2.2295 -4.1989  -0.148
Br: -8.9310 -6.6996 10.0136  -0.013
Br: -2.3407 -4.1738 -5.4819  -0.002
Br: -4.7259 -1.4752 2.5997  -0.019
Br: 3.1327 -6.5755 -11.7940  0.002
Br: -4.5139 1.2980 9.1301  -0.039
H: -4.1027 -0.1644 7.1503  0.185
Br: -5.1609 -2.6351 -5.7339  -0.023
N: -1.4978 3.3954 -1.2711  -0.404
H: 1.6164 3.1910 -1.5219  0.398
H: 4.8377 -7.2948 -13.4683  0.346
H: 1.1745 1.2497 -4.1000  -0.269
C: -7.6777 -1.5099 9.5634  -0.348
Br: -2.8532 1.8716 6.4287  -0.004
C: -6.1537 3.9585 -0.6603  -0.441
C: -0.9103 2.0374 -4.9443  -0.326
H: -2.8006 -1.0696 4.1346  0.303
H: 3.3606 4.7173 -3.9308  0.160
C: 8.5647 -7.5212 2.8181  -0.326
H: -7.8266 -0.4495 9.3346  0.311
Br: 2.2988 -4.5476 -6.5751  -0.024
C: 0.9094 3.7127 -2.3022  -0.314
C: 0.6533 5.2480 -1.6895  -0.420
Br: 0.8665 3.9438 7.1571  -0.016
H: 4.2336 5.5595 -0.7400  0.266
C: 4.4043 -1.5681 -4.3706  -0.320
C: 3.0731 5.5458 -0.5914  -0.710
C: 0.7088 -6.1854 1.8767  -0.338
C: -3.7085 -3.1534 -4.5481  0.206
Br: -2.6752 10.3210 -3.0450  -0.039
Br: -1.9537 5.4825 6.9051  -0.018
Br: -6.0005 1.1976 6.2727  -0.013
H: -3.5623 8.0538 -3.5926  0.340
C: -8.8003 1.9349 11.9061  -0.376
Br: -9.4382 -2.3367 9.5962  -0.029
H: 2.5884 5.0006 0.3541  0.207
C: -1.2823 2.7717 -3.7099  -0.837
Br: -3.9248 -2.9290 5.3618  -0.057
C: -7.1705 -5.8729 9.9808  0.430
Br: 8.3861 -7.1256 4.7143  0.008
H: 7.9326 -4.7805 1.0296  -0.090
C: 4.1364 1.2778 -4.3921  0.298
C: -3.2734 -1.9935 3.7855  -0.259
Br: -6.5594 -2.2442 8.1511  0.042
H: 7.2156 1.0438 -0.8834  0.279
H: 0.2632 5.2142 -0.5615  0.267
H: -7.3194 -4.8125 9.7519  -0.425
Br: -1.9057 -3.0139 2.8516  0.037
Br: -4.3598 -4.0889 -2.9718  -0.015
Br: -7.1905 1.6789 10.8445  0.046
H: 3.4097 3.2486 -2.7517  0.237
C: 3.4361 2.6870 -4.9600  -0.346
Br: -1.1526 4.0287 9.6672  -0.003
C: 3.0910 -3.9003 -8.2297  -0.340
C: -1.3779 0.2073 -1.8659  -0.043
C: 7.7000 -3.7137 1.1131  0.083
Br: 4.6530 -4.9412 -8.7401  0.013
C: 4.9288 -6.7565 -12.5191  -0.355
H: 4.0517 -2.6067 -4.8146  0.082
Br: -5.2673 8.7731 -1.9183  -0.049
Br: -2.3295 7.5200 -1.4897  0.038
Br: -7.7611 3.4544 0.3126  -0.046
Br: -5.5987 5.7769 -0.2486  0.053
H: 0.0092 -0.0487 -4.9741  0.283
Br: -6.0522 -6.6071 8.5685  -0.011
H: 4.3419 3.2689 -5.4765  0.390
C: 2.0781 6.1190 -1.5849  -0.212
Br: -4.7117 2.6819 -0.3864  0.137
O: -1.7181 -0.4008 -3.0047  -0.404
H: 2.3433 -4.0385 -9.0177  0.346
Br: 5.7248 -5.0276 -12.9207  0.006
Br: -6.8036 -1.5992 11.2990  0.060
Br: -9.9539 0.3692 11.8608  -0.011
C: 3.6947 -0.2010 -5.0081  -0.157
H: -6.4041 3.9341 -1.7260  0.376
Br: 1.9194 -7.5460 1.1930  -0.055
Br: -6.2964 -5.9621 11.7163  -0.015
C: 0.4126 1.0748 -4.9709  -0.423
H: -9.3590 2.7571 11.4467  0.404
H: 8.7973 -8.5880 2.7346  0.343
O: 1.4470 3.8167 -3.6636  -0.259
Br: 10.0468 -6.5520 2.0129  -0.004
C: -4.3353 0.9024 7.2338  -0.120
Br: 6.0705 -7.8287 -11.3654  -0.009
H: -0.0284 5.8881 8.4401  0.351
H: -1.0590 3.4538 -0.3189  0.344
H: 6.7293 -0.7384 -0.5113  0.048
Br: 6.8995 -7.2260 1.8570  0.014
H: -2.3285 2.7417 -1.1745  -0.210
Br: -8.3873 2.4773 13.7280  -0.033
H: 0.9061 0.8916 -1.9667  0.391
H: -0.0632 5.8265 -2.4113  0.160
Br: -0.7980 -6.9682 2.8259  -0.010
C: 5.5247 -1.5674 -3.1711  -0.470
C: -0.1644 1.2872 -1.6512  -0.498
Br: -2.4769 -0.3336 -0.2356  -0.161
C: -3.4712 8.5921 -2.6434  -0.294
Br: 9.1821 -2.7446 0.3079  -0.019
H: 6.0322 -2.5101 -2.6977  0.327
C: -0.5013 4.9642 8.0909  -0.344
H: 0.9084 1.2189 -6.0473  0.414
H: 2.2907 7.1011 -2.1866  0.328
Br: 6.0347 -3.4185 0.1520  -0.027
H: -0.0884 1.4671 -0.4734  0.563

5.
A cluster of 2 separate species, C4H9NO2 in total. Source: OMol25; level of theory: wB97M-V/def2-TZVPD.

ΔE to the lowest compared entry with this formula, charge and spin in kcal/mol: 30.3
SMILES string: N=C=O.CCCO
Charge: 0

Last column: Mulliken charge in e.
Atoms and positions in Å:
O: 2.0536 -1.9584 -0.4947  -0.420
H: -0.7270 0.1615 1.9598  0.345
H: -2.7466 0.6403 -1.1415  0.350
H: 3.4643 0.5277 -1.5489  0.245
C: -2.3186 0.1765 -0.2458  -1.311
H: -2.8184 0.6077 0.6318  0.327
H: 1.4317 0.8661 0.7361  0.319
H: -2.5543 -0.8945 -0.2756  0.332
H: -0.2786 -1.2919 1.0410  0.297
H: -0.3237 -0.0212 -1.0748  0.231
C: 2.4390 -0.8713 -0.6691  0.860
O: 1.1871 0.0792 1.2428  -0.573
C: -0.1881 -0.1988 1.0733  -0.541
N: 2.7819 0.2920 -0.8486  -0.632
H: -0.5955 1.4817 -0.2015  0.310
C: -0.8070 0.4033 -0.1843  -0.139

What is the charge in the second record? 0